1.
ORCA calculation (ωB97M-V/def2-TZVPD) on a 2-piece molecular cluster, C5H14 overall at a distorted geometry.

Results
HOMO-LUMO gap (alpha / beta), eV: 2.6 / 12.0
HOMO level (alpha / beta), eV: 1.5 / -7.8
Strongest force on any atom, eV/Å: 1.970
Energy above the lowest of the compared OMol25 structures with the same formula, charge and spin, kcal/mol: 18.12
Total charge: -1
2S+1: 2
E_tot, Ha: -198.803664

Each line ends with the Löwdin charge.
Positions of all 19 atoms, in Å:
1 C 1.742 0.998 -0.715  -0.38
2 C 0.427 0.693 0.004  -0.30
3 C 2.848 1.407 0.285  -0.21
4 H 1.602 1.859 -1.332  0.06
5 H 2.079 0.115 -1.246  0.06
6 H -0.486 1.057 -0.473  0.04
7 H 0.224 -0.380 0.037  0.03
8 H 3.676 0.691 0.211  0.05
9 H 2.577 1.143 1.313  0.04
10 H 0.392 1.058 1.028  0.05
11 H 3.079 2.468 0.271  0.05
12 C -2.471 -0.787 0.545  -0.27
13 C -2.076 -2.017 -0.293  -0.38
14 H -3.153 -0.114 0.015  0.04
15 H -3.056 -1.184 1.376  0.04
16 H -1.580 -0.194 0.725  0.00
17 H -1.415 -1.643 -1.090  0.01
18 H -2.847 -2.403 -0.963  0.02
19 H -1.561 -2.766 0.299  0.02



2.
ORCA calculation (ωB97M-V/def2-TZVPD) on a 2-piece molecular cluster, C5H14 overall at a distorted geometry.

Results
HOMO-LUMO gap, eV: 12.2
HOMO level, eV: -11.1
Strongest force on any atom, eV/Å: 3.298
Energy above the lowest of the compared OMol25 structures with the same formula, charge and spin, kcal/mol: 21.96
Total charge: 0
SMILES: CCC.CC
E_tot, Ha: -198.854164

Each line ends with the Löwdin charge.
Positions of all 19 atoms, in Å:
1 C -0.181 -1.267 1.536  -0.12
2 C -0.032 0.263 1.609  -0.31
3 C -0.809 0.781 2.791  -0.14
4 H -0.800 -1.762 2.290  0.07
5 H -0.572 -1.525 0.554  0.05
6 H 0.713 -1.879 1.713  0.07
7 H -0.430 0.570 0.664  0.06
8 H 0.979 0.666 1.526  0.10
9 H -0.465 0.690 3.817  0.07
10 H -1.882 0.611 2.641  0.08
11 H -0.986 1.872 2.729  0.07
12 C 0.019 -0.057 -2.286  -0.19
13 C 1.101 0.287 -3.273  -0.17
14 H 0.095 -1.080 -1.919  0.06
15 H 0.044 0.558 -1.378  0.04
16 H -1.025 0.191 -2.511  0.07
17 H 1.107 1.317 -3.628  0.06
18 H 2.045 0.144 -2.742  0.07
19 H 1.081 -0.381 -4.133  0.06



3.
ORCA calculation (ωB97M-V/def2-TZVPD) on a 2-piece molecular cluster, C5H14 overall at a distorted geometry.

Results
HOMO-LUMO gap, eV: 12.3
HOMO level, eV: -11.2
Strongest force on any atom, eV/Å: 2.212
Energy above the lowest of the compared OMol25 structures with the same formula, charge and spin, kcal/mol: 11.09
Total charge: 0
SMILES: CCC.CC
E_tot, Ha: -198.871491

Each line ends with the Löwdin charge.
Positions of all 19 atoms, in Å:
1 C -1.529 -2.391 1.442  -0.14
2 C -1.137 -1.313 0.426  -0.30
3 C 0.095 -1.836 -0.320  -0.13
4 H -0.906 -2.360 2.337  0.07
5 H -1.713 -3.365 0.995  0.07
6 H -2.502 -2.162 1.911  0.06
7 H -1.969 -1.172 -0.255  0.10
8 H -0.932 -0.375 0.926  0.08
9 H 0.763 -2.518 0.218  0.07
10 H -0.165 -2.428 -1.155  0.05
11 H 0.796 -1.036 -0.571  0.05
12 C 0.738 2.094 -0.861  -0.17
13 C 1.677 3.278 -0.688  -0.18
14 H 1.173 1.354 -1.530  0.06
15 H 0.466 1.641 0.090  0.05
16 H -0.148 2.403 -1.396  0.06
17 H 1.592 3.799 0.265  0.06
18 H 1.521 3.998 -1.492  0.06
19 H 2.743 3.043 -0.753  0.06



4.
ORCA calculation (ωB97M-V/def2-TZVPD) on a 2-piece molecular cluster, C5H14 overall at a distorted geometry.

Results
HOMO-LUMO gap, eV: 12.3
HOMO level, eV: -11.3
Strongest force on any atom, eV/Å: 1.134
Energy above the lowest of the compared OMol25 structures with the same formula, charge and spin, kcal/mol: 8.32
Total charge: 0
SMILES: CCC.CC
E_tot, Ha: -198.875891

Each line ends with the Löwdin charge.
Positions of all 19 atoms, in Å:
1 C 1.458 -1.270 -0.860  -0.13
2 C 2.681 -1.474 0.017  -0.32
3 C 2.656 -0.664 1.310  -0.13
4 H 0.936 -2.173 -1.164  0.06
5 H 0.683 -0.612 -0.450  0.06
6 H 1.734 -0.776 -1.797  0.07
7 H 2.863 -2.529 0.234  0.10
8 H 3.577 -1.149 -0.517  0.09
9 H 2.459 0.375 1.100  0.06
10 H 3.626 -0.690 1.809  0.07
11 H 1.896 -0.989 2.023  0.07
12 C -3.565 1.849 0.275  -0.17
13 C -2.557 1.170 -0.643  -0.18
14 H -4.256 2.432 -0.329  0.06
15 H -4.110 1.095 0.847  0.06
16 H -3.097 2.463 1.036  0.06
17 H -2.309 0.132 -0.409  0.06
18 H -1.650 1.728 -0.861  0.06
19 H -3.026 1.082 -1.619  0.05



5.
ORCA calculation (ωB97M-V/def2-TZVPD) on a 2-piece molecular cluster, C5H14 overall at a distorted geometry.

Results
HOMO-LUMO gap, eV: 11.6
HOMO level, eV: -10.5
Strongest force on any atom, eV/Å: 2.959
Energy above the lowest of the compared OMol25 structures with the same formula, charge and spin, kcal/mol: 24.96
Total charge: 0
SMILES: CCC.CC
E_tot, Ha: -198.849385

Each line ends with the Löwdin charge.
Positions of all 19 atoms, in Å:
1 C 1.855 2.641 0.488  -0.14
2 C 0.691 2.054 -0.267  -0.34
3 C 0.858 0.556 -0.611  -0.10
4 H 2.696 2.501 -0.196  0.07
5 H 2.106 2.082 1.412  0.08
6 H 1.822 3.707 0.739  0.07
7 H -0.290 2.456 0.058  0.10
8 H 0.455 2.671 -1.168  0.10
9 H 0.286 -0.183 -0.067  0.03
10 H 0.710 0.315 -1.699  0.09
11 H 1.893 0.332 -0.362  0.06
12 C -2.117 -1.784 0.190  -0.17
13 C -1.170 -2.960 0.285  -0.18
14 H -2.477 -1.491 1.175  0.06
15 H -1.544 -0.964 -0.220  0.03
16 H -3.010 -1.826 -0.442  0.07
17 H -1.303 -3.616 -0.585  0.06
18 H -1.360 -3.699 1.089  0.07
19 H -0.102 -2.792 0.181  0.05



6.
ORCA calculation (ωB97M-V/def2-TZVPD) on a 2-piece molecular cluster, C5H14 overall at a distorted geometry.

Results
HOMO-LUMO gap, eV: 12.5
HOMO level, eV: -11.4
Strongest force on any atom, eV/Å: 2.060
Energy above the lowest of the compared OMol25 structures with the same formula, charge and spin, kcal/mol: 17.27
Total charge: 0
SMILES: CCC.CC
E_tot, Ha: -198.861635

Each line ends with the Löwdin charge.
Positions of all 19 atoms, in Å:
1 C 1.880 0.920 0.220  -0.12
2 C 0.749 1.775 0.814  -0.29
3 C -0.168 0.808 1.559  -0.15
4 H 1.375 0.217 -0.447  0.05
5 H 2.444 0.405 1.004  0.08
6 H 2.668 1.350 -0.399  0.06
7 H 1.208 2.547 1.437  0.10
8 H 0.104 2.267 0.082  0.10
9 H -0.344 -0.175 1.101  0.03
10 H 0.086 0.685 2.614  0.07
11 H -1.240 1.041 1.679  0.07
12 C -1.632 -1.531 -0.665  -0.17
13 C -0.709 -1.766 -1.843  -0.17
14 H -1.168 -1.786 0.288  0.05
15 H -1.775 -0.452 -0.611  0.05
16 H -2.629 -1.951 -0.698  0.06
17 H 0.163 -2.401 -1.648  0.06
18 H -0.350 -0.888 -2.377  0.06
19 H -1.227 -2.407 -2.567  0.06



7.
ORCA calculation (ωB97M-V/def2-TZVPD) on a 2-piece molecular cluster, C5H14 overall at a distorted geometry.

Results
HOMO-LUMO gap, eV: 12.3
HOMO level, eV: -11.2
Strongest force on any atom, eV/Å: 3.491
Energy above the lowest of the compared OMol25 structures with the same formula, charge and spin, kcal/mol: 20.40
Total charge: 0
SMILES: CCC.CC
E_tot, Ha: -198.856653

Each line ends with the Löwdin charge.
Positions of all 19 atoms, in Å:
1 C 1.514 -0.389 1.711  -0.14
2 C 0.634 -1.287 0.866  -0.29
3 C 1.371 -2.369 0.012  -0.10
4 H 2.036 -0.860 2.581  0.08
5 H 1.088 0.514 2.164  0.05
6 H 2.349 0.190 1.205  0.08
7 H -0.032 -1.844 1.444  0.07
8 H 0.028 -0.778 0.141  0.06
9 H 1.112 -2.297 -1.030  0.05
10 H 2.443 -2.249 0.049  0.06
11 H 1.076 -3.378 0.328  0.07
12 C -1.731 1.263 -1.651  -0.18
13 C -1.717 2.395 -0.744  -0.20
14 H -2.637 0.764 -1.772  0.05
15 H -1.276 1.508 -2.574  0.06
16 H -1.017 0.515 -1.272  0.05
17 H -0.886 3.138 -0.873  0.09
18 H -1.726 2.201 0.335  0.07
19 H -2.630 2.964 -0.920  0.06



8.
ORCA calculation (ωB97M-V/def2-TZVPD) on a 2-piece molecular cluster, C5H14 overall at a distorted geometry.

Results
HOMO-LUMO gap, eV: 12.4
HOMO level, eV: -11.3
Strongest force on any atom, eV/Å: 1.575
Energy above the lowest of the compared OMol25 structures with the same formula, charge and spin, kcal/mol: 7.68
Total charge: 0
SMILES: CCC.CC
E_tot, Ha: -198.876916

Each line ends with the Löwdin charge.
Positions of all 19 atoms, in Å:
1 C 0.674 0.698 -0.983  -0.14
2 C 2.095 1.268 -1.075  -0.30
3 C 3.199 0.154 -1.152  -0.11
4 H 0.524 0.242 -0.009  0.06
5 H -0.118 1.405 -1.233  0.07
6 H 0.553 -0.047 -1.776  0.07
7 H 2.173 1.915 -1.947  0.09
8 H 2.358 1.815 -0.173  0.09
9 H 3.989 0.343 -0.431  0.06
10 H 3.597 0.113 -2.160  0.06
11 H 2.719 -0.777 -0.843  0.06
12 C -2.948 -0.566 2.104  -0.18
13 C -2.479 -1.179 0.806  -0.17
14 H -2.236 -0.724 2.915  0.06
15 H -3.073 0.520 2.015  0.06
16 H -3.898 -0.954 2.471  0.06
17 H -1.558 -0.777 0.399  0.04
18 H -3.281 -1.205 0.067  0.06
19 H -2.288 -2.244 1.005  0.07



9.
ORCA calculation (ωB97M-V/def2-TZVPD) on a 2-piece molecular cluster, C5H14 overall at a distorted geometry.

Results
HOMO-LUMO gap, eV: 12.0
HOMO level, eV: -10.8
Strongest force on any atom, eV/Å: 3.109
Energy above the lowest of the compared OMol25 structures with the same formula, charge and spin, kcal/mol: 24.34
Total charge: 0
SMILES: CCC.CC
E_tot, Ha: -198.850368

Each line ends with the Löwdin charge.
Positions of all 19 atoms, in Å:
1 C -0.478 1.755 -0.519  -0.14
2 C 1.007 1.483 -0.214  -0.31
3 C 1.511 0.211 -0.891  -0.12
4 H -1.233 0.925 -0.266  0.05
5 H -0.815 2.648 0.085  0.08
6 H -0.642 1.839 -1.630  0.08
7 H 1.613 2.349 -0.526  0.10
8 H 1.084 1.382 0.912  0.11
9 H 1.178 0.110 -1.853  0.04
10 H 2.607 0.244 -0.888  0.08
11 H 1.203 -0.656 -0.356  0.03
12 C -0.362 -1.683 1.347  -0.14
13 C -1.406 -1.348 0.228  -0.16
14 H -0.978 -2.189 2.041  0.03
15 H 0.363 -2.514 1.001  0.10
16 H 0.125 -0.828 1.765  0.05
17 H -0.800 -0.773 -0.382  -0.03
18 H -2.278 -0.789 0.540  0.07
19 H -1.699 -2.165 -0.395  0.06



10.
ORCA calculation (ωB97M-V/def2-TZVPD) on a 2-piece molecular cluster, C5H14 overall at a distorted geometry.

Results
HOMO-LUMO gap, eV: 12.4
HOMO level, eV: -11.2
Strongest force on any atom, eV/Å: 1.296
Energy above the lowest of the compared OMol25 structures with the same formula, charge and spin, kcal/mol: 14.45
Total charge: 0
SMILES: CCC.CC
E_tot, Ha: -198.866123

Each line ends with the Löwdin charge.
Positions of all 19 atoms, in Å:
1 C -0.064 0.864 1.104  -0.12
2 C 1.324 1.435 1.379  -0.30
3 C 2.436 0.377 1.324  -0.12
4 H -0.865 1.315 1.706  0.07
5 H -0.282 -0.163 1.400  0.07
6 H -0.306 0.981 0.051  0.05
7 H 1.529 2.228 0.663  0.09
8 H 1.359 1.887 2.368  0.09
9 H 2.944 0.514 0.369  0.07
10 H 3.174 0.427 2.133  0.06
11 H 2.102 -0.647 1.432  0.06
12 C -1.298 -1.811 -1.600  -0.16
13 C -2.100 -0.494 -1.822  -0.16
14 H -1.329 -2.168 -0.576  0.05
15 H -1.599 -2.591 -2.307  0.06
16 H -0.296 -1.606 -1.953  0.05
17 H -2.922 -0.308 -1.136  0.06
18 H -2.437 -0.540 -2.848  0.05
19 H -1.369 0.299 -1.684  0.03



11.
ORCA calculation (ωB97M-V/def2-TZVPD) on a 2-piece molecular cluster, C5H14 overall at a distorted geometry.

Results
HOMO-LUMO gap, eV: 12.7
HOMO level, eV: -11.5
Strongest force on any atom, eV/Å: 1.480
Energy above the lowest of the compared OMol25 structures with the same formula, charge and spin, kcal/mol: 5.10
Total charge: 0
SMILES: CCC.CC
E_tot, Ha: -198.881034

Each line ends with the Löwdin charge.
Positions of all 19 atoms, in Å:
1 C -2.289 -0.503 1.336  -0.13
2 C -0.863 -0.584 0.801  -0.33
3 C -0.424 -2.049 0.771  -0.12
4 H -2.732 0.485 1.434  0.06
5 H -2.300 -1.001 2.312  0.07
6 H -2.978 -1.063 0.700  0.07
7 H -0.804 -0.183 -0.210  0.08
8 H -0.205 0.028 1.413  0.09
9 H -0.315 -2.473 1.762  0.07
10 H -1.059 -2.609 0.079  0.07
11 H 0.555 -2.116 0.289  0.06
12 C 2.336 1.176 -1.491  -0.17
13 C 1.009 1.847 -1.197  -0.17
14 H 2.325 0.091 -1.604  0.06
15 H 2.849 1.583 -2.358  0.06
16 H 3.022 1.348 -0.650  0.06
17 H 1.057 2.915 -1.370  0.06
18 H 0.584 1.692 -0.206  0.04
19 H 0.231 1.417 -1.809  0.05



12.
ORCA calculation (ωB97M-V/def2-TZVPD) on a 2-piece molecular cluster, C5H14 overall at a distorted geometry.

Results
HOMO-LUMO gap, eV: 12.3
HOMO level, eV: -11.2
Strongest force on any atom, eV/Å: 2.606
Energy above the lowest of the compared OMol25 structures with the same formula, charge and spin, kcal/mol: 15.78
Total charge: 0
SMILES: CCC.CC
E_tot, Ha: -198.864006

Each line ends with the Löwdin charge.
Positions of all 19 atoms, in Å:
1 C 1.702 -2.560 -0.847  -0.13
2 C 1.066 -1.331 -0.214  -0.31
3 C 0.707 -1.721 1.256  -0.13
4 H 2.730 -2.642 -0.489  0.07
5 H 1.877 -2.435 -1.924  0.06
6 H 1.109 -3.463 -0.755  0.07
7 H 1.759 -0.491 -0.120  0.09
8 H 0.210 -0.821 -0.662  0.08
9 H 0.099 -0.937 1.720  0.06
10 H 0.047 -2.586 1.313  0.06
11 H 1.655 -1.843 1.769  0.07
12 C -1.860 2.041 0.433  -0.15
13 C -1.430 3.113 -0.593  -0.18
14 H -1.575 1.101 -0.050  0.05
15 H -1.313 2.211 1.348  0.06
16 H -2.944 1.977 0.410  0.06
17 H -2.231 3.633 -1.122  0.06
18 H -0.718 2.819 -1.368  0.06
19 H -0.887 3.935 -0.106  0.06



13.
ORCA calculation (ωB97M-V/def2-TZVPD) on a 2-piece molecular cluster, C5H14 overall at a distorted geometry.

Results
HOMO-LUMO gap, eV: 11.6
HOMO level, eV: -10.5
Strongest force on any atom, eV/Å: 3.872
Energy above the lowest of the compared OMol25 structures with the same formula, charge and spin, kcal/mol: 46.45
Total charge: 0
SMILES: CCC.CC
E_tot, Ha: -198.815129

Each line ends with the Löwdin charge.
Positions of all 19 atoms, in Å:
1 C -0.253 -1.626 0.224  -0.18
2 C 1.042 -1.924 0.945  -0.31
3 C 1.940 -0.667 0.785  -0.13
4 H -1.260 -1.861 0.681  0.08
5 H -0.476 -0.576 -0.074  0.02
6 H -0.330 -2.274 -0.691  0.08
7 H 1.562 -2.856 0.569  0.11
8 H 0.589 -1.997 2.073  0.14
9 H 2.923 -1.023 0.472  0.05
10 H 2.096 -0.308 1.876  0.09
11 H 1.653 0.242 0.220  0.04
12 C -1.912 1.981 -1.290  -0.17
13 C -0.554 1.765 -0.481  -0.22
14 H -2.277 1.019 -1.761  0.06
15 H -2.726 2.438 -0.542  0.10
16 H -1.612 2.560 -2.193  0.05
17 H -0.037 2.737 -0.359  0.06
18 H 0.324 1.098 -0.963  0.08
19 H -0.692 1.273 0.509  0.05